# 1
The molecule C7H11OP in a non-equilibrium geometry, computed with wB97M-V/def2-TZVPD.

The HOMO energy is -9.503 eV. As for the spin multiplicity: 1. Its orbital gap is 0.362 Ha. The value obtained for the largest force on an atom is 6.66 eV/A.

```
20
Properties=species:S:1:pos:R:3:forces:R:3
C -0.493 -1.660 -1.480 0.320 -1.956 -0.693
C -0.770 -2.382 -0.412 -1.868 1.810 2.956
C -0.834 -1.759 0.979 1.183 -1.384 -0.984
C -0.893 -0.530 1.443 -1.799 0.948 1.510
P -1.558 0.901 0.609 5.600 -1.267 -1.687
O -2.111 1.831 1.503 -2.791 4.047 4.489
C -0.019 1.673 -0.113 -0.047 -3.835 0.975
C 1.192 1.046 0.047 -2.305 1.416 0.795
C 2.473 1.634 -0.494 -3.725 -2.272 -2.287
H -0.418 -2.280 -2.388 -0.113 1.164 -0.115
H -0.226 -0.627 -1.357 0.249 0.126 -0.524
H -1.225 -3.361 -0.283 0.711 -0.340 -1.085
H -0.624 -2.525 1.681 0.110 -0.677 0.955
H -0.911 -0.257 2.578 0.299 -0.849 -2.046
H -2.488 0.729 -0.309 -1.122 -1.378 -2.247
H -0.364 2.553 -0.584 0.841 1.285 -0.695
H 1.219 0.038 0.595 -0.016 1.677 -0.865
H 2.861 0.697 -0.791 1.758 -0.631 -0.822
H 3.061 2.115 0.169 1.867 1.715 2.012
H 2.128 2.162 -1.392 0.847 0.400 0.358
```
Positions in Å, forces in eV/Å.

# 2
C41H40GeNO4OsP2S as an isolated structure in a non-equilibrium geometry, computed with wB97M-V/def2-TZVPD.

As for the total charge: +1. The HOMO energy (spin up / spin down) is -9.650 / -11.302 eV. As for the spin multiplicity: 5. Its orbital gap (spin up / spin down) is 0.230 / 0.244 Ha. The value obtained for the largest force on an atom is 3.06 eV/A. The expectation value of S² is 6.03.

```
91
Properties=species:S:1:pos:R:3:forces:R:3
Os -0.523 0.001 -0.594 -0.907 -0.161 2.021
O -1.624 2.417 -1.931 0.071 -0.264 0.958
N -1.392 1.861 -0.660 -0.247 2.412 -0.368
C -1.526 2.786 0.274 1.405 -2.383 -1.310
C -1.252 2.471 1.643 0.149 1.511 0.679
C -0.861 3.612 2.398 -0.065 0.146 -1.749
C -0.794 3.550 3.746 -0.600 -0.420 0.826
C -1.325 2.424 4.399 0.850 0.311 0.789
C -1.624 1.302 3.695 -0.050 0.020 -1.165
C -1.478 1.284 2.297 -0.662 -1.517 1.094
P -1.643 -0.385 1.545 2.012 0.869 -0.095
C -0.781 -1.592 2.637 -0.137 0.283 0.327
C 0.336 -1.222 3.407 0.148 -0.773 -0.078
C 1.105 -2.224 4.061 -1.442 0.935 -1.584
C 0.724 -3.543 3.985 -0.733 -0.313 -0.306
C -0.413 -3.906 3.242 0.093 0.141 0.491
C -1.164 -2.942 2.574 1.001 -0.141 0.194
C -3.342 -0.711 1.529 -2.740 0.399 -0.625
C -4.035 -1.504 2.444 -0.079 0.065 0.308
C -5.428 -1.615 2.358 0.642 -1.710 0.835
C -6.189 -0.916 1.480 0.197 1.559 0.175
C -5.521 0.011 0.660 -0.126 -0.083 -0.736
C -4.124 0.053 0.584 -0.475 -1.307 0.605
H -1.484 1.599 -2.461 0.028 0.180 -0.513
H -1.668 3.836 0.052 -0.289 -0.197 -0.602
H -0.600 4.536 1.825 -0.245 -0.834 0.741
H -0.443 4.402 4.269 0.199 0.555 0.678
H -1.394 2.319 5.475 -0.008 0.584 0.049
H -2.020 0.433 4.182 0.113 -0.352 0.286
H 0.622 -0.170 3.470 0.074 -0.314 -0.026
H 2.045 -1.972 4.454 0.928 0.447 0.934
H 1.303 -4.296 4.503 0.013 -0.068 -0.124
H -0.708 -4.955 3.200 0.076 0.329 -0.117
H -1.956 -3.286 1.941 -0.399 0.073 -0.210
H -3.553 -2.030 3.282 0.021 0.244 -0.697
H -5.915 -2.382 2.963 0.151 0.411 0.176
H -7.267 -0.976 1.622 0.196 0.085 -0.691
H -6.117 0.645 -0.005 0.333 -0.253 0.107
H -3.672 0.518 -0.293 0.074 0.320 0.548
O 0.022 -1.864 -0.124 0.610 -2.118 -0.401
S 1.046 -3.005 -0.480 -1.005 -0.046 -1.912
O 0.753 -4.215 0.258 -0.057 1.191 -0.685
O 1.227 -3.091 -1.949 -0.278 0.345 2.774
C 2.492 -2.306 0.219 2.214 -1.443 1.175
C 3.437 -3.233 0.833 -1.112 -0.316 -0.774
C 4.769 -2.909 1.034 -0.739 1.117 0.220
C 5.177 -1.545 0.875 -1.107 -1.116 -0.509
C 4.281 -0.645 0.376 -2.149 -0.719 -0.535
C 2.891 -1.024 0.023 2.045 1.545 0.594
P 1.843 0.259 -0.745 2.914 0.619 -0.713
C 2.370 1.834 -0.060 -1.236 1.716 1.662
C 2.293 3.011 -0.839 0.371 -0.010 -0.613
C 2.799 4.210 -0.374 -0.126 0.247 1.655
C 3.198 4.315 0.979 -0.895 -0.918 -1.366
C 3.049 3.228 1.814 -0.145 0.851 0.738
C 2.579 2.032 1.316 0.156 -2.170 0.242
C 2.822 0.529 -2.278 0.338 -0.493 -1.219
C 3.916 1.434 -2.381 -0.242 -0.695 -0.579
C 4.451 1.729 -3.646 -0.019 -0.392 1.525
C 4.004 1.079 -4.777 -0.203 0.474 -0.268
C 3.024 0.114 -4.660 0.233 -0.360 -0.335
C 2.494 -0.215 -3.428 -0.612 -0.846 0.643
H 2.994 -4.230 1.068 0.821 0.758 -0.383
H 5.485 -3.662 1.319 -0.033 -0.084 0.308
H 6.161 -1.181 1.083 0.554 -0.239 0.083
H 4.639 0.335 0.135 -0.158 0.488 0.147
H 1.910 3.006 -1.860 0.163 -0.263 0.221
H 2.801 5.123 -0.948 -0.098 -0.120 -0.406
H 3.426 5.253 1.407 0.600 0.897 0.182
H 3.219 3.446 2.875 -0.070 -0.688 -0.292
H 2.398 1.143 1.987 0.449 1.066 -0.586
H 4.445 1.838 -1.513 -0.647 0.116 -0.341
H 5.254 2.443 -3.620 0.300 0.122 -0.494
H 4.405 1.311 -5.754 0.072 0.072 0.011
H 2.710 -0.412 -5.552 -0.006 -0.172 0.101
H 1.891 -1.161 -3.335 0.171 1.329 -0.063
C -3.089 -2.147 -2.211 -0.304 0.782 -1.199
Ge -2.483 -0.643 -3.363 0.470 -1.082 0.647
C -3.779 0.858 -3.567 -0.459 -1.378 0.711
C -2.253 -1.513 -5.102 -0.486 1.517 -1.626
C -0.742 -0.117 -2.508 -1.402 -0.138 -1.772
H -3.900 -2.656 -2.726 -0.083 -0.141 0.037
H -3.396 -1.893 -1.234 -0.504 0.433 1.142
H -2.255 -2.804 -2.114 0.702 -0.598 -0.116
H -4.670 0.402 -3.064 0.397 0.745 -0.508
H -3.966 0.972 -4.614 -0.315 -0.103 -0.681
H -3.580 1.846 -3.186 0.218 0.049 0.444
H -3.241 -1.801 -5.498 -0.008 0.169 0.420
H -1.653 -2.398 -5.279 0.502 0.098 0.540
H -1.952 -0.689 -5.818 0.034 -0.982 0.578
H -0.015 0.176 -3.244 0.592 0.096 -0.252
```
Positions in Å, forces in eV/Å.

# 3
The molecule C4H11NO2S in a non-equilibrium geometry, computed with wB97M-V/def2-TZVPD.

The HOMO energy is -9.071 eV. As for the spin multiplicity: 1. Its orbital gap is 0.361 Ha. The value obtained for the largest force on an atom is 4.58 eV/A.

```
19
Properties=species:S:1:pos:R:3:forces:R:3
C -1.109 1.061 -0.294 -1.409 -2.769 2.037
C -1.053 -1.357 0.220 -2.316 -2.825 -1.243
C 1.889 0.933 -0.168 -1.298 -2.102 3.207
C -0.219 -0.243 -0.302 -2.222 1.894 -1.468
N 0.880 -0.068 0.521 4.304 1.243 -0.930
O 3.029 -1.442 -0.206 2.466 0.298 -2.101
O 4.372 0.333 0.923 -0.527 0.592 -0.039
S 3.609 0.095 -0.295 -1.500 -1.498 0.230
H -0.609 1.902 -0.555 1.658 2.522 -1.159
H -1.976 0.919 -0.906 -0.536 0.101 -0.504
H -1.488 1.279 0.753 0.421 -0.548 -0.939
H -1.564 -1.102 1.209 1.295 -0.585 -0.943
H -0.449 -2.355 0.153 -1.192 1.705 0.802
H -2.005 -1.560 -0.455 1.944 0.502 1.040
H 1.379 1.195 -1.086 0.820 0.265 -0.393
H 2.038 1.766 0.524 0.100 0.182 -0.425
H 0.191 -0.362 -1.343 -0.811 -0.502 0.785
H 0.604 0.174 1.441 0.075 0.626 0.938
H 2.311 -1.841 0.259 -1.273 0.899 1.105
```
Positions in Å, forces in eV/Å.

# 4
The molecule C6H9N in a non-equilibrium geometry, computed with wB97M-V/def2-TZVPD.

The HOMO energy (spin up / spin down) is -7.565 / -7.577 eV. As for the spin multiplicity: 1. Its orbital gap (spin up / spin down) is 0.273 / 0.271 Ha. The value obtained for the largest force on an atom is 5.13 eV/A.

```
16
Properties=species:S:1:pos:R:3:forces:R:3
C 1.141 0.089 -0.336 -3.496 1.557 0.548
C -1.000 -0.073 -0.361 2.675 0.883 -0.034
C 0.147 -0.984 -0.303 0.587 -2.836 0.827
C -0.025 1.132 -0.590 -0.642 -0.833 3.265
C -2.310 -0.015 0.299 -0.957 1.109 -4.915
C 2.456 0.360 0.300 -1.755 -0.429 -0.507
N 0.389 -2.251 -0.081 -0.361 0.862 -0.191
H -0.252 1.862 0.270 0.812 -0.526 -1.069
H -0.026 1.657 -1.483 -0.100 0.853 -1.878
H -3.052 -0.548 -0.345 0.449 0.018 -0.167
H -2.735 0.983 0.221 0.267 0.283 0.643
H -2.513 -0.498 1.148 0.078 -1.549 3.892
H 3.033 -0.260 -0.342 1.747 -0.062 -0.435
H 2.601 1.426 0.285 0.695 0.242 -0.280
H 2.577 -0.011 1.303 -0.210 -0.334 0.489
H -0.431 -2.869 0.014 0.210 0.759 -0.188
```
Positions in Å, forces in eV/Å.

Which E belongs to each record? In order, -18770.1165 -141229.8504 -20744.3762 -7853.2969 eV.
Which energy above the lowest of the compared OMol25 structures with the same formula, charge and spin belongs to each record? In order, 245.5 0.0 282.4 469.2 kJ/mol.